C40H49F5N7O3STc | ωB97M-V/def2-TZVPD

2S+1: 4
LUMO energy (spin up / spin down): -8.2 / -9.9 eV
Charge: +3
HOMO-LUMO gap (spin up / spin down): 8.02 / 6.34 eV
Total energy: -3140.1552 a.u.
F_max: 2.17 eV/Å

Each line ends with the Mulliken charge.
Geometry (Å):
Tc: 0.2381 -0.2845 -1.0539  -0.259
O: -5.7439 0.6402 2.4071  -0.495
C: -4.8330 -0.2891 2.9429  -0.697
C: -3.6328 -0.3396 2.0370  -0.101
C: -2.4315 -0.8954 2.4670  -1.361
C: -1.3568 -0.9024 1.6092  -0.782
N: -1.4183 -0.4068 0.3630  1.096
C: -2.5831 0.1152 -0.0728  0.553
C: -3.6964 0.1687 0.7454  -0.836
C: -2.5763 0.6251 -1.4711  0.403
C: -3.6889 1.1684 -2.0662  -0.811
C: -3.6295 1.6292 -3.3809  0.417
C: -4.8488 2.2687 -3.9873  -0.893
O: -5.2616 3.2442 -3.0476  -0.539
C: -2.4307 1.5061 -4.0585  -1.111
C: -1.3424 0.9496 -3.4144  -0.806
N: -1.3980 0.5232 -2.1441  1.193
H: -6.5909 0.5711 2.8611  0.335
H: -5.2566 -1.2977 3.0034  0.410
H: -4.5089 -0.0142 3.9513  0.364
H: -2.3285 -1.3061 3.4652  0.514
H: -0.3975 -1.2984 1.9213  0.714
H: -4.6234 0.6109 0.4114  0.834
H: -4.6161 1.2753 -1.5188  0.670
H: -5.6143 1.4985 -4.1296  0.318
H: -4.6092 2.6911 -4.9639  0.419
H: -6.0051 3.7438 -3.4042  0.340
H: -2.3209 1.8549 -5.0777  0.496
H: -0.3909 0.8599 -3.9150  0.703
F: 1.3215 2.1650 -3.0755  -0.462
C: 1.9788 1.0171 -3.3124  0.164
C: 1.6781 -0.1297 -2.5809  0.919
C: 2.4196 -1.2534 -2.9468  0.321
F: 2.2870 -2.4219 -2.2714  -0.417
C: 3.3510 -1.2635 -3.9619  0.239
F: 4.0139 -2.3731 -4.2621  -0.281
C: 3.6009 -0.0955 -4.6606  0.725
F: 4.4929 -0.0812 -5.6271  -0.263
C: 2.9127 1.0578 -4.3278  0.150
F: 3.1475 2.1799 -4.9860  -0.256
C: 0.1970 -4.0048 0.1607  -0.793
N: -0.2001 -4.3127 -1.2005  0.255
C: -0.1553 -5.7393 -1.5705  -0.577
C: -1.0931 -6.0116 -2.7221  -0.709
C: -0.7414 -5.0718 -3.8485  -0.574
N: -0.7404 -3.6808 -3.3712  0.167
C: -0.8908 -2.6591 -4.3993  -0.809
C: -0.4484 -3.3345 -2.0961  -0.021
O: -0.4049 -2.1059 -1.7992  -0.721
H: -0.3625 -4.6465 0.8413  0.481
H: -0.0097 -2.9683 0.3831  -0.082
H: 1.2659 -4.2011 0.2921  0.388
H: -0.4275 -6.3114 -0.6859  0.344
H: 0.8764 -5.9984 -1.8303  0.325
H: -2.1282 -5.8583 -2.4103  0.292
H: -0.9920 -7.0443 -3.0511  0.383
H: -1.4508 -5.1342 -4.6713  0.376
H: 0.2521 -5.2974 -4.2516  0.309
H: -1.7962 -2.8650 -4.9702  0.444
H: -0.0358 -2.6990 -5.0809  0.334
H: -0.9514 -1.6773 -3.9499  -0.016
N: 1.7358 -1.0164 0.1071  0.023
C: 2.7004 -1.3252 0.6517  0.313
C: 3.9240 -1.7143 1.2738  0.223
C: 3.8848 -2.5578 2.3921  -0.138
C: 5.0713 -2.9140 3.0018  -0.886
C: 6.2777 -2.4290 2.5029  -0.394
C: 6.3102 -1.5906 1.3943  -0.893
C: 5.1330 -1.2246 0.7706  -0.287
H: 2.9359 -2.9264 2.7665  0.521
H: 5.0623 -3.5684 3.8633  0.466
H: 7.2051 -2.7111 2.9853  0.465
H: 7.2554 -1.2255 1.0150  0.459
H: 5.1406 -0.5732 -0.0957  0.546
C: 3.8653 1.2657 3.1565  -0.179
C: 3.1874 1.5984 4.4898  -0.833
C: 1.9244 2.4600 4.3858  -0.886
C: 0.7080 1.7425 3.8060  -0.358
N: 0.7955 1.6452 2.3291  0.690
C: 0.0561 2.1137 1.3369  0.469
S: 0.7310 1.9513 -0.2976  -0.496
N: -1.0936 2.7619 1.4001  0.420
C: -1.9169 3.2074 2.5474  -1.268
C: -1.4051 4.4804 3.2235  -0.238
C: -1.6813 5.7676 2.4443  -0.763
C: -0.9143 5.9010 1.1253  -0.900
H: 4.8604 0.8502 3.3191  0.394
H: 3.9809 2.1563 2.5324  0.342
H: 3.3181 0.5071 2.5811  -0.469
H: 3.9000 2.1291 5.1216  0.378
H: 2.9461 0.6710 5.0198  0.339
H: 2.1269 3.3520 3.7821  0.273
H: 1.6507 2.8135 5.3821  0.476
H: -0.2021 2.2437 4.0859  0.281
H: 0.6553 0.7225 4.1956  0.416
H: 1.6706 1.2645 2.0016  -0.544
H: -1.3977 3.0883 0.4959  0.267
H: -2.0194 2.3777 3.2414  0.386
H: -2.9106 3.3870 2.1358  0.641
H: -0.3288 4.3939 3.4066  0.066
H: -1.8904 4.5390 4.2011  0.425
H: -1.4232 6.6061 3.0912  0.385
H: -2.7565 5.8506 2.2603  0.359
H: 0.1472 5.6641 1.2547  0.223
H: -0.9763 6.9200 0.7437  0.408
H: -1.3148 5.2547 0.3368  0.154

Forces on atoms 1 to 2 (eV/Å):
Tc -0.40 0.09 -1.02
O 0.04 -0.08 0.02